[1]
C5H8O | ωB97M-V with the def2-TZVPD basis set

Structure (XYZ):
```
14
Properties=species:S:1:pos:R:3:nbo_charge:R:1
C -0.557 -0.055 -1.837 -0.628
C -0.256 -0.060 -0.374 0.211
C 0.991 0.550 0.274 -0.411
C 0.474 0.054 1.646 -0.423
C -0.544 -0.801 0.870 0.050
O -1.447 0.184 0.400 -0.502
H 0.311 -0.250 -2.472 0.215
H -1.379 -0.725 -2.094 0.228
H -0.897 0.971 -2.035 0.224
H 1.842 -0.077 -0.025 0.207
H 1.237 1.602 0.105 0.201
H -0.084 0.841 2.159 0.222
H 1.184 -0.416 2.325 0.208
H -0.874 -1.818 1.058 0.200
```

Results
Highest occupied orbital energy = -9.4767 eV
E_LUMO = 1.132 eV

***

[2]
C38H51ClN4O6P3RuS | ωB97M-V with the def2-TZVPD basis set

Structure (XYZ):
```
105
Properties=species:S:1:pos:R:3:lowdin_spin:R:1
Ru 0.290 0.063 -0.211 3.842
N -2.304 1.024 -3.820 0.017
C -1.762 0.581 -2.679 0.033
S -0.080 0.123 -2.737 0.290
N -2.561 0.511 -1.638 0.014
N -1.960 0.015 -0.536 0.108
C -2.695 -0.420 0.414 0.032
C -2.051 -1.022 1.582 0.008
C -2.788 -1.671 2.560 0.005
C -2.119 -2.289 3.605 0.000
C -0.735 -2.242 3.644 0.005
C -0.070 -1.564 2.636 0.011
N -0.712 -0.967 1.634 0.094
H -1.748 1.114 -4.651 0.004
H -3.296 1.188 -3.862 0.001
H -3.777 -0.401 0.328 0.004
H -3.868 -1.693 2.495 0.001
H -2.673 -2.804 4.379 0.000
H -0.177 -2.710 4.442 0.001
H 1.013 -1.485 2.631 0.001
C 5.773 -3.570 -1.597 0.000
C 5.692 -2.418 -0.624 0.001
C 6.754 -1.373 -0.875 0.000
O 4.383 -1.741 -0.773 0.003
P 3.199 -1.860 0.234 0.017
O 2.287 -0.680 0.040 0.118
C 2.342 -3.419 -0.012 0.001
P 0.959 -3.252 -1.175 0.007
O -0.050 -2.295 -0.653 0.064
O 0.471 -4.724 -1.321 0.005
C -0.938 -5.153 -1.503 0.000
C -1.613 -4.360 -2.601 0.000
C -1.647 -5.077 -0.169 0.000
O 1.545 -2.732 -2.526 0.000
C 2.474 -3.422 -3.424 0.000
C 3.282 -2.327 -4.082 0.000
C 1.699 -4.268 -4.408 0.000
O 3.752 -1.973 1.693 0.005
C 4.605 -0.903 2.275 0.000
C 3.721 0.020 3.079 0.000
C 5.667 -1.591 3.096 0.000
H 6.759 -4.030 -1.526 0.000
H 5.636 -3.214 -2.619 0.000
H 5.037 -4.344 -1.381 0.000
H 5.751 -2.786 0.402 0.000
H 6.668 -0.988 -1.892 0.000
H 7.740 -1.824 -0.760 0.000
H 6.674 -0.541 -0.177 0.000
H 1.912 -3.739 0.940 0.000
H 3.051 -4.187 -0.327 0.000
H -0.816 -6.190 -1.809 0.000
H -1.729 -3.312 -2.316 0.000
H -2.604 -4.780 -2.775 0.000
H -1.055 -4.419 -3.536 0.000
H -1.751 -4.037 0.150 0.000
H -1.104 -5.640 0.591 0.000
H -2.642 -5.512 -0.266 0.000
H 3.120 -4.053 -2.810 0.000
H 2.624 -1.689 -4.674 0.000
H 4.027 -2.765 -4.748 0.000
H 3.787 -1.716 -3.332 0.000
H 1.005 -3.641 -4.971 0.000
H 1.145 -5.060 -3.906 0.000
H 2.390 -4.731 -5.112 0.000
H 5.049 -0.357 1.439 0.000
H 3.224 -0.529 3.881 0.000
H 2.977 0.499 2.443 0.000
H 4.330 0.801 3.535 0.000
H 5.208 -2.177 3.894 0.000
H 6.314 -0.841 3.550 0.000
H 6.286 -2.251 2.489 0.000
Cl 0.406 1.692 2.218 0.069
C 0.468 3.410 1.869 0.004
C 0.350 4.288 2.930 0.002
C 0.396 5.649 2.667 0.003
C 0.556 6.104 1.365 0.001
C 0.666 5.202 0.320 0.007
C 0.626 3.827 0.556 0.020
P 0.784 2.630 -0.802 0.123
C 2.572 2.426 -1.010 0.012
C 3.440 2.738 0.035 0.009
C 4.794 2.452 -0.077 0.000
C 5.290 1.862 -1.231 0.011
C 4.429 1.553 -2.277 -0.001
C 3.074 1.822 -2.167 0.009
C 0.106 3.525 -2.211 0.015
C -1.273 3.728 -2.238 0.006
C -1.837 4.485 -3.252 -0.001
C -1.032 5.029 -4.245 0.005
C 0.340 4.821 -4.222 0.000
C 0.914 4.073 -3.204 0.008
H 0.223 3.915 3.937 0.000
H 0.302 6.352 3.483 0.000
H 0.590 7.166 1.162 0.000
H 0.779 5.566 -0.694 0.000
H 3.069 3.215 0.933 0.000
H 5.465 2.713 0.732 0.000
H 6.350 1.665 -1.327 0.001
H 4.815 1.108 -3.186 0.000
H 2.408 1.579 -2.986 0.000
H -1.906 3.299 -1.469 0.001
H -2.906 4.652 -3.268 0.000
H -1.475 5.620 -5.036 0.000
H 0.968 5.250 -4.992 0.000
H 1.987 3.929 -3.180 0.000
```

Results
Net charge = +2
Highest occupied orbital energy (alpha / beta) = -12.5587 / -12.9514 eV
E_LUMO (alpha / beta) = -5.154 / -6.569 eV
2S+1 = 6
<S²> = 8.761

***

[3]
C36H44N7O6STi | ωB97M-V with the def2-TZVPD basis set

Structure (XYZ):
```
95
Properties=species:S:1:pos:R:3:lowdin_spin:R:1
Ti 0.048 -1.068 0.704 0.995
O -2.628 3.334 5.675 0.000
C -1.700 2.518 5.857 0.000
O -1.000 2.291 6.858 0.000
C -1.388 1.622 4.627 0.001
C -2.066 1.826 3.432 0.000
C -1.711 1.095 2.318 0.003
N -0.738 0.180 2.339 0.006
C -0.111 -0.064 3.502 0.003
C -0.406 0.637 4.658 0.000
C 0.979 -1.125 3.435 0.005
O 1.646 -1.369 4.421 0.001
O 1.120 -1.668 2.263 0.027
H -2.841 2.581 3.399 0.000
H -2.186 1.257 1.357 0.000
H 0.141 0.444 5.570 0.000
N 1.384 0.760 0.364 -0.001
C 2.706 0.442 0.838 0.002
C 3.223 1.135 1.921 0.000
C 4.464 0.796 2.436 0.001
C 5.188 -0.231 1.852 0.000
C 4.660 -0.919 0.770 0.001
C 3.408 -0.610 0.244 0.001
C 2.815 -1.410 -0.865 0.009
C 3.649 -1.813 -1.913 -0.002
C 3.164 -2.604 -2.946 0.013
C 1.832 -2.995 -2.922 -0.001
C 1.010 -2.576 -1.881 0.011
C 1.448 -1.770 -0.818 -0.004
H 1.407 0.958 -0.633 0.000
H 1.039 1.597 0.823 0.000
H 2.634 1.924 2.377 0.000
H 4.848 1.320 3.301 0.000
H 6.149 -0.522 2.259 0.000
H 5.206 -1.757 0.350 0.000
H 4.687 -1.495 -1.926 0.000
H 3.820 -2.912 -3.752 0.001
H 1.433 -3.621 -3.714 0.000
H -0.029 -2.894 -1.899 0.001
O -1.122 0.005 -0.887 0.024
C -2.006 -0.569 -1.856 0.004
C -2.833 0.511 -2.539 0.000
C -1.990 1.680 -3.088 0.000
C -0.789 1.213 -3.865 0.000
C -0.803 1.079 -5.248 0.000
C 0.309 0.559 -5.889 0.000
C 1.398 0.170 -5.131 0.000
C 1.333 0.331 -3.756 0.000
N 0.279 0.858 -3.139 0.000
H -0.457 0.490 -1.419 0.001
H -2.643 -1.278 -1.332 0.002
H -1.419 -1.131 -2.587 0.000
H -3.552 0.918 -1.824 0.000
H -3.405 0.049 -3.349 0.000
H -1.650 2.296 -2.252 0.000
H -2.617 2.305 -3.726 0.000
H -1.682 1.374 -5.806 0.000
H 0.317 0.446 -6.967 0.000
H 2.278 -0.270 -5.581 0.000
H 2.147 0.000 -3.120 0.000
C -4.657 -3.737 0.967 0.016
N -3.624 -2.756 0.651 0.126
C -3.870 -1.457 1.253 0.014
C -2.293 -3.248 0.758 0.465
O -1.314 -2.339 0.731 0.112
N -2.092 -4.477 0.089 0.086
C -0.842 -5.141 0.395 0.012
C -2.492 -4.592 -1.305 0.030
H -5.421 -3.278 1.598 0.001
H -4.231 -4.583 1.507 0.008
H -5.146 -4.118 0.066 0.001
H -3.867 -1.496 2.352 0.007
H -4.840 -1.085 0.919 0.000
H -3.104 -0.750 0.954 0.001
H -0.488 -4.810 1.369 0.006
H -0.060 -4.907 -0.339 0.000
H -0.981 -6.226 0.417 0.001
H -3.271 -3.861 -1.519 0.003
H -2.891 -5.591 -1.512 0.000
H -1.652 -4.422 -1.995 0.006
C -0.811 6.188 2.008 0.000
N -0.225 6.147 0.685 0.000
C 0.011 7.370 -0.065 0.000
C 0.580 6.843 -1.385 0.000
N 0.067 5.478 -1.387 0.000
C -0.262 5.071 -0.127 0.000
S -0.651 3.518 0.314 0.000
H -1.799 6.656 1.980 0.000
H -0.168 6.757 2.678 0.000
H -0.913 5.173 2.385 0.000
H 0.710 8.020 0.461 0.000
H -0.926 7.919 -0.213 0.000
H 1.673 6.864 -1.384 0.000
H 0.218 7.406 -2.243 0.000
H 0.419 4.775 -2.014 0.000
```

Results
Net charge = -1
Highest occupied orbital energy (alpha / beta) = -3.0322 / -5.1211 eV
E_LUMO (alpha / beta) = 1.701 / 1.700 eV
2S+1 = 3
<S²> = 2.008

***

[4]
C21H48Br9O12P3 | ωB97M-V with the def2-TZVPD basis set

Structure (XYZ):
```
93
Properties=species:S:1:pos:R:3:lowdin_spin:R:1
C 1.263 1.460 5.331 0.259
Br 1.671 0.985 3.405 0.242
Br -0.607 1.990 5.666 0.179
Br 2.663 2.521 6.171 0.157
H 1.371 0.572 5.954 0.005
C 2.737 -2.193 1.957 0.012
Br 4.451 -1.060 1.855 0.013
Br 2.114 -2.336 3.832 0.006
Br 3.008 -3.975 1.242 0.009
H 2.002 -1.657 1.357 0.005
C 0.185 0.627 0.288 0.026
Br -0.347 -0.982 1.259 0.023
Br -1.256 1.357 -0.881 0.021
Br 1.862 0.299 -0.760 0.024
H 0.478 1.467 0.918 0.006
C -0.601 0.543 -7.300 0.000
C -0.435 -0.807 -6.749 0.000
O 0.533 -0.820 -5.669 0.000
P 0.470 -1.913 -4.523 0.000
O 0.660 -3.338 -4.997 0.000
O -0.894 -1.536 -3.764 0.000
C -1.128 -2.195 -2.561 0.000
C -2.643 -2.226 -2.121 0.000
O 1.569 -1.366 -3.434 0.000
C 2.963 -1.565 -3.433 0.000
C 3.596 -0.856 -4.581 0.000
H -1.333 0.471 -8.105 0.000
H -0.984 1.285 -6.599 0.000
H 0.245 0.996 -7.816 0.000
H -1.342 -0.975 -6.168 0.000
H -0.376 -1.673 -7.410 0.000
H -0.637 -3.163 -2.464 0.000
H -0.640 -1.643 -1.758 0.001
H -3.143 -2.757 -2.931 0.000
H -2.769 -2.770 -1.185 0.000
H -2.903 -1.168 -2.117 0.000
H 3.344 -1.087 -2.531 0.000
H 3.238 -2.618 -3.380 0.000
H 3.565 -1.478 -5.475 0.000
H 3.275 0.172 -4.748 0.000
H 4.666 -0.771 -4.390 0.000
C -0.621 -2.684 10.754 0.000
C -0.757 -2.487 9.239 0.000
O -0.036 -3.405 8.559 0.000
P 0.760 -3.073 7.279 0.000
O 1.290 -4.323 6.672 0.000
O 1.886 -1.965 7.690 0.001
C 3.166 -2.427 8.091 0.000
C 3.147 -3.408 9.297 0.000
O -0.216 -2.138 6.272 0.002
C -1.044 -2.825 5.378 0.000
C -1.776 -1.686 4.676 0.002
H -1.077 -1.839 11.271 0.000
H -1.333 -3.475 10.988 0.000
H 0.367 -2.912 11.154 0.000
H -1.796 -2.537 8.913 0.000
H -0.333 -1.556 8.863 0.000
H 3.724 -2.943 7.309 0.000
H 3.744 -1.524 8.286 0.000
H 2.759 -4.416 9.150 0.000
H 4.197 -3.515 9.568 0.000
H 2.601 -2.995 10.145 0.000
H -0.334 -3.392 4.776 0.000
H -1.853 -3.332 5.905 0.000
H -1.068 -1.255 3.969 0.001
H -2.580 -2.145 4.101 0.000
H -2.162 -0.913 5.340 0.001
C -4.110 3.316 -4.278 0.000
C -2.715 2.641 -4.436 0.000
O -1.796 3.474 -4.946 0.000
P -1.048 4.562 -4.004 0.000
O -1.316 4.345 -2.462 0.000
O 0.543 4.386 -4.445 0.000
C 1.366 3.312 -4.044 0.000
C 0.657 1.905 -4.145 0.000
O -1.583 5.875 -4.742 0.000
C -1.614 5.998 -6.162 0.000
C -3.012 6.398 -6.620 0.000
H -4.801 2.730 -3.672 0.000
H -4.149 4.333 -3.888 0.000
H -4.542 3.280 -5.279 0.000
H -2.442 2.230 -3.465 0.001
H -2.690 1.698 -4.982 0.000
H 2.271 3.371 -4.649 0.000
H 1.465 3.562 -2.988 0.000
H -0.307 1.876 -3.637 0.000
H 0.561 1.633 -5.196 0.000
H 1.239 1.063 -3.769 0.000
H -0.990 6.889 -6.222 0.000
H -1.308 5.103 -6.703 0.000
H -3.376 7.358 -6.253 0.000
H -3.142 6.403 -7.702 0.000
H -3.714 5.613 -6.340 0.000
```

Results
Net charge = -1
Highest occupied orbital energy (alpha / beta) = -1.4119 / -5.9121 eV
E_LUMO (alpha / beta) = 1.879 / 1.920 eV
2S+1 = 2
<S²> = 0.755

***

[5]
C38H44N6PPd | ωB97M-V with the def2-TZVPD basis set

Structure (XYZ):
```
90
Properties=species:S:1:pos:R:3:lowdin_spin:R:1
Pd -0.241 -0.422 -0.323 0.963
C 1.193 -2.087 2.665 0.010
N 2.561 -1.643 2.432 0.026
C 3.486 -1.985 3.515 0.003
C 2.937 -0.924 1.383 0.029
N 2.019 -0.261 0.625 0.240
C 2.245 0.065 -0.657 0.078
C 3.073 -0.723 -1.509 0.146
C 3.358 -0.343 -2.798 0.004
C 2.860 0.855 -3.294 0.212
C 1.994 1.660 -2.525 0.005
C 1.539 2.885 -3.054 0.217
C 0.670 3.701 -2.339 0.013
C 0.226 3.311 -1.099 0.137
C 0.670 2.104 -0.487 0.081
N 0.158 1.689 0.686 0.192
C -0.229 2.581 1.632 0.025
N 0.507 3.692 1.870 0.014
C 1.950 3.722 1.664 0.002
C -0.110 4.985 2.161 0.003
N -1.262 2.317 2.427 0.021
C -1.422 2.929 3.748 0.002
C -2.324 1.396 2.048 0.017
C 1.607 1.254 -1.215 0.122
N 4.264 -0.746 1.176 0.015
C 5.222 -1.846 1.285 0.003
C 4.816 0.495 0.645 0.003
H 1.155 -3.177 2.695 0.002
H 0.538 -1.739 1.877 0.008
H 0.855 -1.700 3.627 0.001
H 2.965 -1.831 4.458 0.001
H 4.360 -1.342 3.488 0.000
H 3.795 -3.029 3.463 0.001
H 3.482 -1.644 -1.116 0.004
H 3.991 -0.964 -3.418 -0.003
H 3.134 1.187 -4.287 0.009
H 1.887 3.187 -4.034 0.008
H 0.320 4.630 -2.770 -0.003
H -0.509 3.909 -0.578 0.004
H 2.333 2.711 1.546 0.000
H 2.419 4.166 2.542 0.000
H 2.226 4.322 0.793 0.001
H -1.193 4.903 2.170 0.000
H 0.177 5.692 1.378 0.001
H 0.227 5.385 3.117 0.000
H -0.480 3.345 4.090 0.000
H -1.735 2.150 4.441 0.001
H -2.185 3.707 3.741 0.001
H -2.024 0.809 1.185 0.017
H -3.239 1.943 1.810 0.002
H -2.533 0.725 2.880 0.000
H 4.724 -2.766 1.578 0.000
H 6.009 -1.619 2.003 0.000
H 5.688 -2.001 0.308 0.001
H 4.068 1.283 0.654 0.000
H 5.196 0.369 -0.372 0.001
H 5.647 0.806 1.279 0.000
C -1.418 1.051 -4.132 0.058
C -2.083 1.638 -3.060 -0.002
C -2.392 0.884 -1.945 0.047
C -2.058 -0.487 -1.897 0.068
C -1.391 -1.070 -2.996 0.062
C -1.071 -0.295 -4.097 -0.005
P -2.655 -1.471 -0.498 0.380
C -4.405 -1.739 -0.575 0.073
C -4.979 -2.528 0.436 0.038
C -6.337 -2.778 0.414 -0.002
C -7.126 -2.220 -0.588 0.054
C -6.562 -1.418 -1.575 0.003
C -5.204 -1.162 -1.571 0.039
C -1.653 -2.925 -0.501 0.119
C -2.055 -4.260 -0.600 0.030
C -1.071 -5.213 -0.774 0.024
C 0.277 -4.839 -0.822 0.062
C 0.667 -3.511 -0.683 0.033
C -0.299 -2.534 -0.492 0.259
H -1.193 1.640 -5.013 0.003
H -2.379 2.678 -3.108 -0.001
H -2.939 1.330 -1.120 0.002
H -1.179 -2.130 -3.002 0.001
H -0.580 -0.753 -4.945 -0.001
H -4.362 -2.947 1.224 0.001
H -6.788 -3.398 1.177 -0.001
H -8.190 -2.411 -0.598 0.003
H -7.185 -0.999 -2.354 0.000
H -4.766 -0.553 -2.350 0.002
H -3.101 -4.539 -0.589 0.002
H -1.343 -6.252 -0.896 0.001
H 1.029 -5.603 -0.974 0.004
H 1.722 -3.265 -0.703 0.002
```

Results
Net charge = +3
Highest occupied orbital energy (alpha / beta) = -15.6136 / -16.2475 eV
E_LUMO (alpha / beta) = -8.122 / -10.947 eV
2S+1 = 5
<S²> = 6.092

***

[6]
C4H8N3S | ωB97M-V with the def2-TZVPD basis set

Structure (XYZ):
```
16
Properties=species:S:1:pos:R:3:nbo_charge:R:1
C 1.046 0.756 -0.037 0.203
C -2.998 -0.007 0.279 0.325
C -1.133 1.708 -0.107 -0.020
C 0.881 -0.621 0.593 -0.275
N 0.171 1.584 -0.310 -0.406
N -1.862 0.345 0.253 -0.305
N 1.857 -1.501 0.101 -0.826
S -4.479 -0.597 -0.141 0.245
H 2.054 0.987 -0.295 0.193
H -1.393 2.308 0.738 0.242
H -1.732 2.053 -1.009 0.242
H -0.269 -1.010 0.222 0.177
H 1.003 -0.561 1.663 0.241
H 2.188 -1.439 -0.783 0.370
H -4.276 -1.847 0.349 0.216
H 2.662 -1.601 0.717 0.378
```

Results
Net charge = +1
Highest occupied orbital energy = -12.4680 eV
E_LUMO = -5.436 eV